(1)
58
Properties=species:S:1:pos:R:3:forces:R:3:mulliken_charge:R:1 method="wB97M-V/def2-TZVPD" total_energy_ev=-39093.884 de_lowest_kj_mol=0.0 homo_lumo_gap_ha=0.2920
C -5.47550 -1.04133 -0.92792 0.007 0.050 -0.001 -1.703
C -4.45164 -0.02581 -0.51758 0.089 -0.123 0.047 0.996
C -3.28681 -0.44517 0.09710 -0.009 0.179 -0.021 -1.315
C -2.35132 0.50849 0.47285 -0.329 0.766 -0.198 0.389
N -1.13202 0.37454 1.09522 0.275 -0.014 0.331 -0.583
C -0.65104 1.57931 1.21620 0.018 0.130 0.020 0.180
C 0.63886 1.93060 1.86879 0.227 -0.157 0.137 -0.617
C 1.66343 0.78301 1.86031 -0.272 0.212 0.163 -1.231
N 2.31075 0.59074 0.57879 -0.427 -0.123 0.091 0.344
C 2.10023 -0.53503 -0.16850 -0.190 -0.115 -0.003 0.673
S 3.21690 -1.09989 -1.26472 0.601 -0.330 -0.550 -0.454
N 0.93712 -1.18017 0.01963 -0.059 0.218 0.282 0.424
C 0.60918 -2.44881 -0.57693 0.228 -0.474 0.114 -1.472
C 0.46006 -3.55037 0.48306 -0.187 -0.017 -0.217 0.982
C 0.46091 -4.91996 -0.18995 0.101 0.234 0.162 -1.695
C -0.81584 -3.35690 1.29875 0.345 -0.032 0.011 -1.286
C 3.38054 1.53757 0.29278 0.252 -0.043 -0.335 -0.803
C 3.33786 2.13379 -1.12237 -0.056 0.235 0.039 -0.595
C 4.78192 2.55177 -1.37249 -0.061 -0.078 -0.069 -0.708
C 5.57336 1.37853 -0.79932 0.155 0.059 0.083 -0.577
C 4.81879 0.99347 0.47658 0.125 -0.043 0.128 -0.987
N -1.49130 2.53074 0.71138 0.121 0.045 0.043 -0.157
C -2.59665 1.87325 0.22422 -0.212 -0.704 -0.021 0.724
C -3.75941 2.29971 -0.39122 -0.022 0.035 -0.016 -1.513
C -4.68895 1.34337 -0.76228 0.122 0.156 0.046 1.457
C -5.96012 1.77232 -1.43006 0.029 -0.030 0.015 -1.575
H -6.42734 -0.85173 -0.43294 -0.117 -0.054 -0.010 0.340
H -5.14554 -2.04335 -0.66729 -0.021 -0.075 -0.006 0.372
H -5.64797 -1.00297 -2.00295 -0.082 -0.061 -0.079 0.342
H -3.10414 -1.49030 0.28860 0.014 -0.168 0.026 0.366
H 1.06112 2.80978 1.37582 0.043 0.020 0.076 0.367
H 0.43567 2.19901 2.91093 0.002 0.072 -0.032 0.389
H 1.17326 -0.13869 2.17436 0.082 0.047 0.025 0.525
H 2.44066 1.01406 2.59872 -0.104 -0.054 -0.048 0.537
H 0.17887 -0.71959 0.52633 0.164 -0.001 -0.029 -0.015
H -0.32364 -2.34974 -1.14213 -0.015 -0.028 -0.039 0.308
H 1.41428 -2.70905 -1.26879 -0.243 0.066 0.052 0.525
H 1.32486 -3.48689 1.15261 0.005 0.050 -0.062 0.175
H 1.39319 -5.08273 -0.72481 0.088 -0.068 -0.090 0.420
H -0.36017 -4.99237 -0.90040 -0.123 -0.060 -0.110 0.338
H 0.34585 -5.70835 0.55046 -0.039 -0.131 0.031 0.420
H -0.86294 -4.08135 2.10913 -0.078 -0.055 0.109 0.445
H -0.86359 -2.35807 1.72580 -0.074 0.125 0.105 0.282
H -1.68699 -3.50286 0.66261 -0.160 -0.012 -0.089 0.246
H 3.23662 2.35889 1.00135 -0.050 -0.079 -0.047 0.511
H 2.63115 2.96125 -1.19514 -0.073 0.051 0.019 0.324
H 3.05127 1.36492 -1.83709 -0.033 0.074 0.034 0.331
H 4.98912 2.71860 -2.42806 0.026 0.100 -0.038 0.404
H 5.00999 3.46896 -0.82372 0.045 0.081 -0.017 0.279
H 6.61484 1.62966 -0.60393 0.072 -0.019 -0.027 0.393
H 5.53890 0.54730 -1.50251 0.040 -0.008 0.017 0.227
H 5.27887 1.44676 1.35584 0.035 0.051 0.039 0.387
H 4.80717 -0.08482 0.61640 0.003 0.030 0.066 0.300
H -1.32954 3.52340 0.69185 0.058 -0.093 0.023 0.229
H -3.93959 3.34842 -0.57777 -0.075 0.104 -0.048 0.299
H -6.04874 1.31796 -2.41618 -0.091 -0.001 -0.086 0.334
H -6.82557 1.46328 -0.84493 -0.122 0.005 -0.021 0.334
H -5.98921 2.85284 -1.54449 -0.044 0.054 -0.027 0.369

***

(2)
69
Properties=species:S:1:pos:R:3:forces:R:3:mulliken_charge:R:1 method="wB97M-V/def2-TZVPD" total_energy_ev=-83528.876 de_lowest_kj_mol=0.0 multiplicity=5 homo_lumo_gap_ha="0.2762 / 0.2268"
Pt 0.45955 0.63429 -0.60347 0.404 0.117 -0.288 0.647
C 1.44415 3.24317 -4.12249 -0.016 0.005 -0.078 -1.719
C 1.01345 2.62021 -2.84280 -0.027 -0.031 0.109 0.352
N 0.83566 1.36758 -2.67906 0.057 -0.003 0.015 0.273
O 1.05904 0.53838 -3.74744 -0.041 0.068 0.025 -0.577
C 0.84280 3.44767 -1.62487 0.030 -0.218 -0.041 0.475
C 0.95131 4.93195 -1.64974 0.003 -0.002 0.016 -1.687
N 0.70348 2.79167 -0.52831 -0.081 0.354 0.056 0.678
O 0.62810 3.40951 0.62440 -0.023 -0.155 -0.032 -0.763
H 1.85253 2.49179 -4.79149 -0.009 -0.001 0.007 0.443
H 2.20034 3.99847 -3.91741 0.026 -0.004 -0.003 0.376
H 0.59468 3.72588 -4.61089 -0.001 0.002 -0.005 0.358
H 1.16085 -0.32798 -3.30734 -0.004 -0.007 0.029 0.505
H 0.61345 5.33667 -2.60177 -0.007 -0.002 -0.006 0.441
H 1.99325 5.22511 -1.49798 0.005 0.016 0.016 0.353
H 0.35605 5.35038 -0.84104 0.006 0.006 0.006 0.338
C -2.63130 -3.00777 2.57846 -0.044 0.005 0.007 -1.335
C -1.41095 -2.10357 2.62239 0.064 0.021 -0.006 0.100
N -0.32360 -2.61738 1.79207 0.032 0.015 0.051 0.301
C 0.57751 -3.57829 2.43232 -0.021 -0.025 0.003 -0.650
C 1.82174 -2.89335 2.97516 0.016 -0.013 0.037 -0.955
C -0.10860 -2.24687 0.52901 0.089 -0.282 -0.206 0.446
S -1.19710 -1.09607 -0.22291 -0.035 0.030 0.172 -0.358
N 0.86210 -2.87676 -0.12680 -0.057 0.178 0.125 -0.326
C 1.35076 -2.43778 -1.28339 0.070 0.101 0.055 -0.040
O 1.37131 -1.24344 -1.67356 -0.245 -0.088 -0.262 -0.195
C 2.01019 -3.45827 -2.15112 0.016 -0.066 0.057 0.490
C 2.14137 -4.77349 -1.71248 -0.039 0.004 -0.042 -0.096
C 2.75190 -5.72056 -2.51740 -0.007 -0.008 0.012 -0.712
C 3.23211 -5.36264 -3.76890 0.011 -0.014 -0.008 -0.375
C 3.10647 -4.05322 -4.21015 0.014 -0.012 -0.019 -0.830
C 2.50431 -3.10349 -3.40216 0.033 0.042 -0.022 -0.312
H -3.41762 -2.61405 3.22376 0.002 0.010 0.010 0.415
H -2.39726 -4.01922 2.91285 0.020 -0.016 -0.003 0.418
H -3.01878 -3.06484 1.56058 -0.002 0.001 -0.014 0.272
H -1.01783 -2.01887 3.63814 -0.035 -0.013 0.004 0.338
H -1.66944 -1.10411 2.28378 -0.015 0.017 0.008 -0.395
H 0.84193 -4.34168 1.70327 0.015 0.023 0.006 0.307
H 0.01383 -4.05647 3.23463 0.010 0.014 0.003 0.435
H 2.40092 -2.45749 2.16187 -0.003 0.006 -0.023 0.225
H 2.45345 -3.60811 3.50344 0.002 -0.013 -0.013 0.393
H 1.55425 -2.09950 3.67531 -0.007 0.007 -0.001 0.260
H 1.75988 -5.03944 -0.73797 -0.004 -0.001 0.023 0.421
H 2.85374 -6.73914 -2.16679 0.002 -0.008 -0.006 0.404
H 3.70910 -6.10317 -4.39763 0.000 -0.001 -0.010 0.389
H 3.48402 -3.76870 -5.18322 0.007 0.000 -0.004 0.407
H 2.43423 -2.08034 -3.74439 -0.014 0.003 0.038 0.182
C -4.60682 0.13546 0.88984 0.003 -0.023 -0.017 -0.713
C -4.26183 1.18952 1.91466 0.001 0.044 0.013 -0.385
O -2.83871 1.18942 2.20064 0.096 0.074 0.046 -0.214
P -1.87167 2.11142 1.32437 0.009 -0.201 -0.226 0.974
O -1.99365 1.95123 -0.14044 -0.136 0.010 0.042 -0.705
Te 0.31907 1.40386 2.13719 -0.048 0.085 0.179 -0.009
O -2.20269 3.60174 1.73491 0.029 0.083 0.021 -0.267
C -1.98129 4.12308 3.05832 -0.053 -0.080 0.027 -0.088
C -1.65166 5.58963 2.93426 0.023 0.019 0.004 -1.238
H -5.68701 0.10864 0.73850 -0.013 0.014 0.006 0.427
H -4.28046 -0.84810 1.22796 0.000 0.000 0.013 0.015
H -4.12110 0.35037 -0.06020 0.005 0.013 -0.002 0.177
H -4.73844 0.99494 2.87531 -0.009 -0.001 -0.033 0.356
H -4.55520 2.18820 1.58227 -0.028 -0.028 -0.013 0.357
H -1.15935 3.57532 3.52786 -0.012 0.033 0.017 0.247
H -2.88749 3.94977 3.64347 0.030 0.023 0.008 0.286
H -0.76103 5.71762 2.32027 0.004 -0.002 -0.010 0.233
H -1.45992 6.01570 3.91957 -0.013 -0.017 0.017 0.398
H -2.47635 6.13475 2.47645 -0.004 -0.011 -0.018 0.309
S 3.01031 0.69749 -0.13717 -0.008 -0.051 0.105 -0.202
C 3.55020 1.93048 -1.13333 -0.094 -0.070 0.070 0.500
N 3.90374 2.79278 -1.82116 0.019 0.020 -0.045 -0.572

***

(3)
72
Properties=species:S:1:pos:R:3:forces:R:3:mulliken_charge:R:1 method="wB97M-V/def2-TZVPD" total_energy_ev=-347630.682 charge=+1 multiplicity=3 homo_lumo_gap_ha="0.2753 / 0.1676"
Cu -7.40593 10.06313 -1.77910 0.983 -0.543 0.195 0.562
O -7.03032 8.47601 -3.21471 -0.244 -2.142 2.306 -0.362
C -7.15268 7.24523 -2.44050 -0.650 1.520 1.341 0.061
C -7.12090 7.34411 -0.76987 -0.403 1.219 -2.266 0.615
O -7.75964 8.48370 -0.18644 1.339 -1.630 -1.580 -0.365
H -6.53702 6.39568 -2.73602 0.711 0.447 -0.357 0.313
H -8.13818 6.84223 -2.67392 -0.651 0.355 -0.251 0.125
H -6.05124 7.28675 -0.56828 0.333 0.797 0.603 -0.066
H -7.44405 6.38210 -0.37210 -0.547 0.079 0.223 -0.077
O -4.24504 10.85943 -7.78172 1.056 -1.013 2.907 -0.614
C -3.86166 10.79905 -6.60346 -0.734 -1.377 -5.140 0.436
O -3.86675 11.91632 -5.92205 -0.076 2.007 1.583 -0.313
C -3.44297 11.65309 -4.59787 0.891 -0.034 1.492 -0.450
C -3.81279 10.23396 -4.44352 0.296 -2.254 1.324 0.626
C -3.36134 9.61050 -5.72896 -0.705 0.914 -0.894 -0.536
H -3.83010 12.20065 -3.73856 -0.830 0.849 -0.895 0.327
H -2.36887 11.80974 -4.49857 0.303 -0.133 -0.371 0.257
H -4.89426 10.12295 -4.36477 -0.201 0.145 0.098 -0.108
H -3.36334 9.68292 -3.61742 0.085 0.345 0.416 -0.348
H -3.80114 8.63497 -5.93637 -0.094 0.324 -0.371 0.338
H -2.27671 9.50826 -5.76413 0.030 0.147 -0.120 0.313
O -1.34895 7.33250 -3.96957 -1.140 -1.525 1.442 -0.594
C -1.86964 6.45905 -3.27835 -1.143 2.519 -2.361 0.533
O -1.21158 5.66405 -2.50183 1.239 -2.060 1.420 -0.336
C -2.07866 4.67677 -1.85563 0.300 0.194 0.959 -0.699
C -3.43476 5.38738 -1.84900 0.489 -1.125 0.201 -0.014
C -3.37691 6.06212 -3.19003 0.178 0.616 -0.646 0.038
H -1.68638 4.41819 -0.87209 0.148 0.875 0.228 0.355
H -2.02627 3.67630 -2.28506 -0.253 0.382 -1.171 0.281
H -3.41926 6.12247 -1.04433 -0.091 0.089 0.073 0.036
H -4.22917 4.66636 -1.65629 -0.181 0.141 -0.224 0.296
H -4.10650 6.85797 -3.33977 0.424 0.382 0.049 -0.229
H -3.52918 5.39462 -4.03817 -0.066 -0.381 0.085 0.344
O -11.50186 6.47560 5.16845 0.593 1.217 -3.088 -0.606
C -11.22311 6.84602 4.02110 -1.194 -1.329 3.894 0.450
O -10.03773 6.54626 3.49348 2.226 -0.808 1.520 -0.298
C -9.78902 7.04753 2.22905 -2.694 -0.009 -1.228 0.510
C -11.27386 7.25457 1.75247 0.796 1.529 -1.778 -0.479
C -12.05402 7.53976 3.00188 -0.706 -0.079 0.070 -0.459
H -9.27880 6.30346 1.61738 0.189 0.003 0.266 -0.142
H -9.26731 8.00414 2.20027 0.247 -0.050 0.408 -0.097
H -11.70955 6.44503 1.16687 0.334 -0.213 0.182 0.274
H -11.26740 8.14592 1.12513 -0.256 -0.083 -0.389 0.340
H -13.06665 7.13697 2.98082 0.127 -0.175 0.121 0.288
H -12.19341 8.59705 3.22727 0.368 0.058 0.080 0.260
O -5.35686 10.61607 -1.20273 -1.202 -0.133 0.198 -0.137
C -4.19617 10.69233 -0.86745 0.050 -0.079 -1.312 0.078
O -3.47713 11.76962 -1.30550 -1.257 -1.507 1.412 -0.275
C -2.11744 11.55173 -0.96395 1.223 -1.004 -0.740 -0.487
C -1.99581 10.00286 -0.76296 1.427 0.832 1.120 -0.600
C -3.35264 9.58531 -0.17857 0.364 1.965 -0.926 0.448
H -1.78091 12.12231 -0.09833 -0.540 -0.067 0.255 0.326
H -1.52120 11.92595 -1.79615 -0.022 -0.203 -0.069 0.360
H -1.17388 9.90344 -0.05397 -0.090 -0.405 0.181 0.460
H -1.65145 9.44597 -1.63439 -0.538 0.190 -0.292 0.095
H -3.42936 9.77951 0.89124 0.151 -0.139 0.063 0.458
H -3.64891 8.55948 -0.39764 -0.301 0.313 -0.168 -0.528
C -6.44065 9.16104 2.79008 -0.828 0.642 0.305 0.055
Cl -5.27595 10.50420 2.73987 0.386 -0.347 -0.063 -0.154
Cl -6.87328 8.77014 4.48641 0.141 -0.027 -0.984 -0.139
H -7.28651 9.60994 2.26940 -0.247 -0.398 0.401 0.130
H -6.14766 8.26909 2.23629 0.490 0.159 0.390 0.150
C -9.91489 6.62096 -4.80734 -0.455 -0.404 -0.627 0.063
Cl -11.21460 6.81174 -3.61077 0.360 0.262 0.121 -0.134
Cl -10.58465 6.75578 -6.44627 0.216 0.110 0.119 -0.142
H -9.13942 7.37809 -4.69114 -0.244 -0.097 0.087 0.001
H -9.54079 5.60021 -4.72855 0.130 0.253 0.187 0.214
C -9.23989 4.16663 -0.25228 -0.689 -1.060 0.076 0.310
Br -7.39625 3.38813 -0.28452 -1.259 0.768 0.172 0.002
Br -10.33940 3.49893 1.30282 1.089 0.494 -1.289 0.020
Br -10.15241 3.79826 -1.96409 0.513 0.066 0.920 -0.002
H -9.23324 5.25361 -0.17146 0.303 -0.370 0.112 -0.354